{"formula": "C28H40F6N3O22S4", "method": "ωB97M-V/def2-TZVPD", "symbols": ["C", "C", "N", "S", "O", "O", "N", "S", "O", "O", "C", "C", "C", "S", "C", "S", "N", "C", "C", "C", "C", "H", "H", "H", "H", "H", "H", "H", "H", "H", "H", "H", "H", "H", "H", "H", "H", "H", "H", "H", "H", "H", "H", "C", "C", "O", "C", "O", "O", "F", "H", "H", "H", "C", "C", "O", "C", "O", "O", "F", "H", "H", "H", "C", "C", "O", "C", "O", "O", "F", "H", "H", "H", "C", "C", "O", "C", "O", "O", "F", "H", "H", "H", "C", "C", "O", "C", "O", "O", "F", "H", "H", "H", "C", "C", "O", "C", "O", "O", "F", "H", "H", "H"], "xyz": [[-0.4406, 2.7031, 6.3138], [-0.3937, 1.7010, 5.1560], [0.3011, 0.4863, 5.5682], [0.0755, -0.8696, 4.6271], [-1.2759, -0.8755, 4.1160], [0.4431, -1.9579, 5.4981], [1.1561, -0.5829, 3.4928], [0.8703, -1.0707, 2.0068], [0.1529, -0.0894, 1.2176], [0.3833, -2.4349, 1.9172], [2.5496, -1.1063, 1.4010], [3.3142, 0.1956, 1.6138], [3.0657, 1.3425, 0.6302], [2.9880, 0.7844, -1.1076], [2.1722, 2.1934, -1.9162], [3.1021, 3.4420, -2.3640], [0.7942, 2.1878, -2.1949], [0.3407, 1.1109, -3.1005], [0.0146, -0.2510, -2.4947], [-0.0486, 2.3238, -0.9862], [0.0921, 3.7199, -0.3804], [-1.3916, 2.6375, 6.8455], [-0.3416, 3.7260, 5.9517], [0.3565, 2.5096, 7.0330], [-1.4093, 1.4719, 4.8243], [0.1354, 2.1317, 4.3042], [0.1453, 0.2296, 6.5345], [3.0227, -1.9017, 1.9773], [2.4973, -1.4274, 0.3604], [3.0198, 0.5592, 2.6010], [4.3823, -0.0225, 1.6687], [2.1674, 1.8989, 0.8848], [3.9057, 2.0367, 0.6880], [-0.5702, 1.5012, -3.5653], [1.0709, 1.0183, -3.9089], [0.8599, -0.6995, -1.9807], [-0.8077, -0.2031, -1.7858], [-0.2894, -0.9321, -3.2943], [-1.0768, 2.1330, -1.2876], [0.2181, 1.5636, -0.2491], [-0.8528, 4.0807, 0.0231], [0.4097, 4.4340, -1.1434], [0.8381, 3.7422, 0.4177], [3.1448, 6.3518, -6.3179], [2.2404, 7.3779, -5.6647], [2.3892, 7.0866, -4.2932], [3.6005, 6.4878, -4.1093], [4.1085, 6.2975, -3.0607], [4.1315, 6.1385, -5.3088], [0.9434, 7.2255, -6.0225], [2.5960, 5.4257, -6.4971], [3.6146, 6.6952, -7.2349], [2.5277, 8.4165, -5.8431], [-0.1535, 8.7809, 0.8716], [0.0339, 7.5045, 1.6686], [-1.0039, 6.6853, 1.1765], [-1.3047, 7.0907, -0.0896], [-1.9503, 6.4773, -0.8654], [-0.7357, 8.2991, -0.3383], [-0.1415, 7.7036, 2.9984], [-0.8586, 9.4402, 1.3814], [0.7708, 9.3101, 0.6595], [0.9897, 7.0011, 1.5130], [5.4875, 1.4911, -4.1028], [5.1622, 0.1899, -4.8023], [6.3772, -0.1229, -5.4597], [7.3935, 0.4782, -4.7770], [8.5435, 0.2421, -4.9431], [6.8995, 1.3637, -3.8878], [4.1806, 0.3281, -5.7294], [5.2975, 2.3403, -4.7619], [4.9619, 1.6259, -3.1626], [4.8961, -0.6305, -4.1337], [-1.0796, -5.0796, 1.3785], [-0.6787, -6.1408, 2.3806], [-1.6990, -7.1277, 2.2103], [-2.1840, -7.0056, 0.9563], [-2.8949, -7.8123, 0.4320], [-1.7635, -5.8742, 0.3805], [-0.7035, -5.7105, 3.6544], [-1.7712, -4.3619, 1.8153], [-0.2471, -4.5384, 0.9421], [0.2869, -6.6111, 2.1861], [-5.0359, -9.8435, 1.6070], [-6.4305, -10.1821, 1.1249], [-6.8529, -11.1636, 2.0504], [-6.1585, -10.9773, 3.2118], [-6.4300, -11.4929, 4.2429], [-5.1387, -10.1175, 3.0108], [-6.4388, -10.7156, -0.1224], [-4.3020, -10.5138, 1.1584], [-4.7345, -8.8174, 1.4351], [-7.1356, -9.3488, 1.1472], [-4.7581, -4.1414, 0.5780], [-5.7688, -3.3466, -0.2222], [-5.1106, -2.1167, -0.4183], [-3.7603, -2.3390, -0.3579], [-2.9284, -1.5791, -0.7029], [-3.5244, -3.5832, 0.1363], [-6.9234, -3.1379, 0.4610], [-4.8859, -3.9542, 1.6464], [-4.7765, -5.2100, 0.3776], [-6.0184, -3.7782, -1.1938]], "orbital_gap_ev": 7.4, "max_force_ev_per_a": 0.48, "charge": -1, "molar_mass_g_mol": 1012.9}

***

{"formula": "C16H21N5OS", "method": "ωB97M-V/def2-TZVPD", "symbols": ["C", "C", "N", "N", "C", "N", "C", "O", "C", "N", "C", "C", "N", "C", "C", "C", "C", "C", "C", "C", "C", "C", "S", "H", "H", "H", "H", "H", "H", "H", "H", "H", "H", "H", "H", "H", "H", "H", "H", "H", "H", "H", "H", "H"], "xyz": [[-7.0584, -2.8240, -0.5869], [-6.3982, -1.5702, -0.1661], [-7.0088, -0.5633, 0.3415], [-6.2211, 0.4626, 0.6493], [-4.9800, 0.2412, 0.3734], [-3.9855, 1.1549, 0.6026], [-2.6684, 0.9038, 0.3034], [-2.3270, -0.1491, -0.1815], [-1.7494, 2.0735, 0.6467], [-0.3552, 1.9217, 0.3197], [0.3276, 0.8710, 1.0561], [1.8273, 1.0048, 0.8185], [2.1100, 0.8690, -0.5972], [3.5364, 0.8515, -0.8652], [4.1785, -0.3941, -0.3163], [3.5440, -1.6213, -0.4693], [4.1252, -2.7766, 0.0189], [5.3523, -2.7209, 0.6599], [5.9912, -1.5033, 0.8136], [5.4048, -0.3455, 0.3309], [1.4186, 1.9095, -1.3298], [-0.0841, 1.7806, -1.1007], [-4.6559, -1.3255, -0.3228], [-6.6560, -3.6673, -0.0277], [-6.8821, -3.0056, -1.6459], [-8.1264, -2.7444, -0.4046], [-4.2779, 2.0318, 1.0097], [-2.1269, 2.9614, 0.1259], [-1.8289, 2.2557, 1.7248], [0.1133, 0.9917, 2.1210], [0.0031, -0.1289, 0.7358], [2.3566, 0.2169, 1.3585], [2.1669, 1.9852, 1.2009], [4.0432, 1.7465, -0.4585], [3.6676, 0.8621, -1.9533], [2.5861, -1.6516, -0.9650], [3.6220, -3.7250, -0.1015], [5.8080, -3.6236, 1.0398], [6.9474, -1.4527, 1.3141], [5.9063, 0.6041, 0.4575], [1.6334, 1.7940, -2.3951], [1.7461, 2.9163, -1.0112], [-0.6057, 2.5762, -1.6392], [-0.4202, 0.8070, -1.4846]], "orbital_gap_ev": 9.3, "de_lowest_ev": 0.638, "max_force_ev_per_a": 1.71, "molar_mass_g_mol": 331.4}

***

{"formula": "C5H14S", "method": "ωB97M-V/def2-TZVPD", "symbols": ["C", "C", "S", "C", "H", "H", "H", "H", "H", "H", "H", "H", "C", "C", "H", "H", "H", "H", "H", "H"], "xyz": [[2.9140, 1.2973, 1.7519], [2.2206, 1.0307, 0.4352], [2.1897, -0.7656, 0.1023], [1.1092, -0.7872, -1.3360], [3.9897, 1.2296, 1.6552], [2.6086, 0.5465, 2.4672], [2.5577, 2.2076, 2.2414], [1.1724, 1.3182, 0.4162], [2.6989, 1.5386, -0.4049], [0.4381, 0.0698, -1.3842], [1.6636, -0.7460, -2.2678], [0.6149, -1.7582, -1.3524], [-2.3380, -0.3508, -0.4925], [-3.6652, -0.9792, -0.0839], [-1.7055, -1.0981, -0.9513], [-2.5489, 0.4389, -1.2197], [-1.8172, 0.1577, 0.3222], [-3.5841, -1.5434, 0.8472], [-4.1226, -1.6098, -0.8461], [-4.3959, -0.1966, 0.1001]], "orbital_gap_ev": 9.4, "de_lowest_ev": 0.366, "max_force_ev_per_a": 0.78, "molar_mass_g_mol": 106.2}

***

{"formula": "C22H19B2BrCdF4N6O12S", "method": "ωB97M-V/def2-TZVPD", "symbols": ["Cd", "C", "C", "N", "O", "B", "F", "F", "O", "N", "C", "C", "C", "N", "O", "B", "F", "F", "O", "N", "C", "C", "C", "H", "H", "H", "H", "H", "H", "H", "H", "H", "H", "H", "H", "Br", "C", "C", "N", "C", "C", "C", "C", "O", "O", "H", "H", "H", "O", "C", "N", "C", "O", "C", "C", "C", "C", "C", "C", "H", "H", "H", "H", "O", "S", "O", "O", "O"], "xyz": [[0.4722, -0.8303, 0.9331], [4.8251, 0.3177, 0.9367], [3.5692, -0.4171, 0.5931], [2.8881, -1.1140, 1.4162], [3.3027, -1.1728, 2.6966], [2.8514, -2.4217, 3.3873], [3.2874, -2.3106, 4.6997], [3.4272, -3.5321, 2.7421], [1.3640, -2.6595, 3.4721], [0.7840, -2.7039, 2.2333], [0.1917, -3.7817, 1.9005], [0.0515, -4.9599, 2.8093], [-0.2534, -3.8650, 0.4625], [0.1926, -2.9317, -0.2782], [-0.1315, -2.9510, -1.5966], [0.9663, -2.3622, -2.4376], [2.1333, -3.1283, -2.2590], [0.5009, -2.4213, -3.7452], [1.2979, -0.9195, -2.1954], [1.7966, -0.6641, -0.9402], [3.0534, -0.5021, -0.8114], [4.0299, -0.5140, -1.9436], [-1.0911, -4.9937, -0.0448], [4.7856, 0.5953, 1.9878], [4.9243, 1.2169, 0.3281], [5.7018, -0.3143, 0.7704], [0.2872, -4.6551, 3.8248], [0.7425, -5.7547, 2.5171], [-0.9636, -5.3558, 2.7588], [3.5219, -0.8153, -2.8546], [4.8431, -1.2085, -1.7266], [4.4636, 0.4805, -2.0761], [-0.9508, -5.8996, 0.5426], [-0.8387, -5.1796, -1.0872], [-2.1446, -4.7042, -0.0001], [0.8222, 8.3653, -1.3776], [-0.4900, 7.0661, -0.9432], [-1.8200, 7.3267, -1.2251], [-2.7904, 6.4619, -0.9476], [-2.4483, 5.3116, -0.3728], [-1.1386, 4.9731, -0.0552], [-0.1251, 5.8722, -0.3521], [-0.8962, 3.6438, 0.5989], [0.4373, 3.4207, 0.6312], [-1.7624, 2.9235, 0.9840], [-2.1086, 8.2621, -1.6907], [-3.2401, 4.6083, -0.1486], [0.9055, 5.6412, -0.1256], [-2.6984, -1.9475, 0.8498], [-2.5165, -1.0499, 0.0434], [-1.4116, -0.2508, -0.0561], [-1.5739, 0.6510, -1.0800], [-0.8057, 1.5202, -1.4399], [-2.9243, 0.4045, -1.7094], [-3.5726, 1.0308, -2.7518], [-4.8421, 0.5655, -3.0894], [-5.4264, -0.4906, -2.3938], [-4.7578, -1.1112, -1.3400], [-3.5027, -0.6398, -1.0203], [-3.1024, 1.8477, -3.2847], [-5.3848, 1.0273, -3.9060], [-6.4144, -0.8322, -2.6801], [-5.1984, -1.9326, -0.7891], [0.5862, 0.5759, 2.7834], [1.0148, 1.9702, 2.6943], [2.4288, 2.1847, 2.8276], [0.7198, 2.1058, 1.0216], [0.1555, 2.9278, 3.3298]], "orbital_gap_ev": 7.0, "de_lowest_ev": 1.783, "max_force_ev_per_a": 0.62, "charge": -2, "molar_mass_g_mol": 881.4}